Molecular formula: C28H44N4O4S
Method: DFT, wB97M-V/def2-TZVPD

## Properties
total charge = 0
energy above the lowest of the compared OMol25 structures with the same formula, charge and spin = 648.7 kcal/mol
E_HOMO = -7.85 eV
LUMO level = -1.12 eV
frontier orbital gap = 6.73 eV

Structure (XYZ):
```
81
C28H44N4O4S (wB97M-V/def2-TZVPD)
C -7.90759 4.83557 -0.16230
C -8.17217 3.35710 -0.08221
H -8.79005 3.32631 0.77970
H -8.84920 3.00741 -0.97012
C -7.05186 2.31715 -0.07480
N -7.48082 1.03076 0.44508
C -6.58274 0.34341 1.45996
C -5.09840 0.24362 0.62434
H -5.17441 -0.42259 -0.20779
C -4.14578 -0.45142 1.80669
N -2.90062 -0.40832 1.35167
C -2.41930 -1.72556 1.02145
O -2.86228 -3.05614 1.25921
C -0.90180 -1.72599 0.60320
C -0.34649 -3.04798 0.28889
N 0.83729 -3.28103 0.07562
C 1.70294 -2.34160 -0.41574
C 2.92119 -2.39273 -0.91786
C 3.79667 -1.13798 -1.45903
C 3.12619 0.07945 -1.17673
C 1.84650 0.21067 -0.88382
C 1.01686 -0.78238 -0.20596
C -0.20805 -0.50077 0.25246
O -0.68672 0.58419 0.49740
H 1.45165 1.36924 -0.97715
S 4.24503 1.46856 -1.77250
O 5.33057 0.76004 -2.44538
O 3.36479 2.56332 -2.45707
N 4.58534 2.08150 -0.22179
C 3.71742 2.85240 0.45446
H 4.19245 3.75260 0.94565
H 3.00701 2.24890 0.89227
H 3.10596 3.43385 -0.34472
C 5.66703 1.26786 0.37050
C 5.11846 0.41895 1.50560
C 6.34124 -0.12407 2.13390
C 7.40105 0.60695 2.48560
C 7.88641 1.56428 1.84027
C 6.71981 2.39231 0.99029
H 6.98573 3.13223 0.27754
H 6.36434 2.88967 1.91081
H 8.23224 1.03667 1.02458
H 8.53392 2.18023 2.02550
H 8.15103 -0.13107 3.08519
H 6.84784 1.24699 3.40611
H 6.89103 -1.02297 1.30695
H 6.00326 -1.08753 2.92954
H 4.51588 -0.32883 1.14030
H 4.72593 1.18585 2.18365
H 6.04361 0.84662 -0.32190
H 4.71038 -1.30431 -1.85268
H 3.41813 -3.27506 -1.15891
C 1.55693 -4.55840 -0.27704
C 1.21984 -5.23385 -1.49411
H 0.21198 -5.19524 -1.72564
H 1.54540 -6.08047 -1.45028
H 1.66698 -4.61036 -2.39062
H 2.34224 -4.67082 0.15752
H 0.83140 -5.13159 0.55125
H -0.76502 -3.91418 0.99910
H -2.22764 0.12824 0.96274
H -4.10345 0.23300 2.79142
H -4.52390 -1.37805 2.04223
H -4.78746 1.13732 0.52560
H -6.90569 -0.59293 1.63782
H -6.38197 1.02353 2.22295
C -7.76020 0.25146 -0.73743
C -8.38964 -0.85521 -0.34283
C -9.24075 -1.65520 -1.63498
H -9.51091 -2.46663 -1.06410
H -8.30800 -1.60696 -2.37484
H -9.80811 -0.92840 -1.99593
H -9.27548 -0.81179 0.27373
H -7.70865 -1.44365 -0.24445
H -8.40118 0.81137 -1.39477
H -6.77958 0.19122 -1.52667
H -6.55749 2.97843 0.85160
H -6.44166 2.58413 -0.88154
H -7.19627 5.27325 0.43922
H -8.83328 5.38978 -0.26014
H -7.40969 4.97600 -1.05524
```

Mulliken atomic charge list, values in e, 4 entries: -1.652 -0.156 0.322 0.191